(1)
Here is a structure of composition C30H50AlCl3N4O4Si at a distorted geometry from the Open Molecules 2025 dataset. Energies are from ωB97M-V/def2-TZVPD.

Net charge: 0
ΔE to the lowest compared entry with this formula, charge and spin (kJ/mol): 622.23
HOMO (spin up / spin down) (eV): -7.29 / -4.25
E_tot (hartree): -3605.6831

Last column: Mulliken charge in e.
Atoms and positions in Å:
C: -1.839 -2.502 -4.352  -1.51
C: -1.070 -3.040 -3.148  1.16
H: -1.352 -2.839 -5.275  0.39
H: -1.898 -1.389 -4.388  0.25
H: -2.869 -2.896 -4.343  0.31
C: -0.583 -4.378 -3.056  -0.41
C: -0.175 -5.133 -4.261  -1.41
H: -0.284 -4.739 -2.076  0.54
H: 0.378 -4.454 -4.958  0.31
H: -1.071 -5.531 -4.788  0.32
H: 0.484 -5.986 -3.964  0.38
Al: -0.014 1.126 -0.009  -0.12
Cl: -2.226 1.190 0.394  -0.50
Cl: 0.482 4.644 -2.163  -0.43
H: 1.990 4.885 3.091  0.34
H: -0.364 5.815 3.352  0.31
C: 1.780 4.421 2.128  -0.79
C: -0.506 5.607 2.294  -0.88
N: 0.346 4.487 1.828  0.31
H: 2.068 3.354 2.145  0.20
C: -0.117 3.631 0.951  0.14
O: 0.687 2.763 0.379  -0.30
H: -1.545 5.330 2.116  0.32
H: -1.199 3.620 0.704  0.14
H: 2.331 4.941 1.329  0.27
H: -0.284 6.518 1.739  0.34
H: 1.322 -0.819 -3.739  0.28
H: 2.450 -3.363 -2.379  0.20
C: 2.370 -0.633 -3.446  -0.84
C: 3.233 -2.602 -2.224  -0.84
N: 2.640 -1.262 -2.154  0.43
H: 2.561 0.438 -3.424  0.13
C: 2.410 -0.721 -0.946  -0.48
O: 1.913 0.456 -0.721  -0.35
H: 3.757 -2.813 -1.287  0.33
H: 2.740 -1.351 -0.102  0.66
H: 3.015 -1.116 -4.180  0.36
H: 3.935 -2.642 -3.064  0.36
O: -0.066 -2.167 -2.784  0.07
C: -1.218 -2.297 -1.780  -2.25
C: 0.449 -3.110 0.026  1.15
C: -0.865 -2.856 -0.449  0.82
H: 1.343 -2.729 -0.502  0.17
C: 0.670 -3.829 1.199  -0.87
H: -1.961 -1.462 -1.742  1.06
C: -1.913 -3.147 0.464  -1.00
H: 1.682 -4.081 1.553  0.34
C: -0.405 -4.255 1.991  -0.41
C: -1.699 -3.898 1.618  -0.64
H: -2.914 -2.813 0.233  0.44
H: -0.255 -4.847 2.908  0.37
H: -2.556 -4.184 2.225  0.29
Si: -0.338 3.054 -3.295  1.58
Cl: -0.494 0.223 -1.887  -0.30
C: 1.408 2.553 -3.914  -1.41
C: -2.042 3.336 -2.373  -1.20
C: -1.088 3.389 -4.960  -1.22
H: 2.125 2.348 -3.117  0.32
H: 1.765 3.445 -4.463  0.49
H: 1.389 1.715 -4.632  0.30
H: -0.578 2.811 -5.730  0.32
H: -0.917 4.462 -5.103  0.31
H: -2.157 3.170 -4.972  0.30
H: -2.066 3.056 -1.316  0.14
H: -2.851 2.780 -2.885  0.31
H: -2.281 4.408 -2.459  0.45
C: -3.900 -1.413 6.518  -1.05
C: -2.552 -2.094 6.532  -0.63
N: -1.536 -1.451 5.693  0.48
C: -1.045 -0.159 6.203  -0.29
C: -0.377 -0.304 7.570  -1.37
C: -1.651 -1.619 4.320  -0.44
O: -2.632 -2.177 3.804  -0.65
C: -0.455 -1.167 3.517  0.19
C: 0.862 -1.379 3.943  -0.42
C: 1.874 -0.887 3.143  -1.72
C: 1.557 -0.110 2.045  -0.50
N: 0.290 0.078 1.604  1.38
C: -0.698 -0.571 2.289  -0.50
H: -3.825 -0.368 6.838  0.28
H: -4.568 -1.943 7.203  0.39
H: -4.330 -1.460 5.510  0.27
H: -2.124 -2.099 7.536  0.42
H: -2.655 -3.121 6.162  0.30
H: -0.329 0.280 5.494  0.29
H: -1.895 0.546 6.297  0.34
H: 0.412 -1.069 7.546  0.27
H: 0.087 0.655 7.834  0.43
H: -1.105 -0.563 8.353  0.35
H: 1.027 -1.920 4.869  0.46
H: 2.922 -1.059 3.365  0.38
H: 2.337 0.341 1.450  1.08
H: -1.708 -0.581 1.871  0.41

(2)
Here is a structure of composition C16H15NTi at a distorted geometry from the Open Molecules 2025 dataset. Energies are from ωB97M-V/def2-TZVPD.

Net charge: 0
Expectation value of S²: 2.03
Spin multiplicity: 3
HOMO (spin up / spin down) (eV): -5.56 / -8.21
E_tot (hartree): -1522.7837

Last column: Mulliken charge in e.
Atoms and positions in Å:
Ti: -0.025 0.669 -1.353  -0.07
C: 0.776 2.705 -3.950  -0.83
H: -0.255 3.040 -4.114  0.28
H: 1.323 3.458 -3.370  0.27
H: 1.265 2.609 -4.930  0.29
H: 0.778 1.719 -3.415  0.03
H: 0.411 -0.211 -2.644  -0.03
C: 3.985 1.436 0.085  -0.48
C: 3.908 0.829 1.347  -0.74
C: 2.723 0.220 1.757  -0.60
C: 1.648 0.078 0.855  0.91
C: 1.760 0.655 -0.444  -0.05
C: 2.878 1.419 -0.797  -0.28
C: 0.382 -0.498 1.240  0.68
C: 0.077 -1.052 2.489  -0.41
C: -1.149 -1.643 2.698  -0.99
C: -2.115 -1.616 1.672  1.04
C: -3.405 -2.176 1.818  -0.61
C: -4.329 -2.120 0.788  -0.70
C: -3.986 -1.525 -0.441  -0.53
C: -2.720 -0.970 -0.635  -0.78
C: -1.809 -0.994 0.425  0.64
N: -0.571 -0.413 0.264  -0.30
H: 4.902 1.957 -0.187  0.36
H: 4.744 0.890 2.053  0.35
H: 2.578 -0.090 2.788  0.27
H: 2.853 1.989 -1.728  0.22
H: 0.828 -1.003 3.272  0.31
H: -1.370 -2.153 3.639  0.36
H: -3.657 -2.650 2.765  0.37
H: -5.326 -2.537 0.906  0.37
H: -4.705 -1.491 -1.257  0.38
H: -2.400 -0.531 -1.595  0.28

(3)
Here is the molecule C18H21NO3 at a distorted geometry from the Open Molecules 2025 dataset. Energies are from ωB97M-V/def2-TZVPD.

Net charge: 0
SMILES: CCOc1ccc(CNCCc2ccc3c(c2)OCO3)cc1
ΔE to the lowest compared entry with this formula, charge and spin (kJ/mol): 148.42
HOMO (eV): -7.96
E_tot (hartree): -978.9482

Last column: Mulliken charge in e.
Atoms and positions in Å:
C: 3.223 -3.143 5.052  -1.43
C: 3.002 -2.802 3.586  -0.25
O: 1.819 -3.451 3.168  -0.39
C: 1.401 -3.296 1.882  0.74
C: 0.223 -3.965 1.542  -0.59
C: -0.289 -3.872 0.267  -0.40
C: 0.355 -3.119 -0.711  0.50
C: -0.267 -2.958 -2.076  -1.51
N: -1.355 -1.988 -2.103  -0.25
C: -0.937 -0.628 -1.821  -0.36
C: -2.144 0.316 -1.875  -1.10
C: -1.707 1.739 -1.683  0.26
C: -1.451 2.553 -2.776  -0.56
C: -1.007 3.865 -2.637  -0.95
C: -0.824 4.329 -1.358  0.94
C: -1.072 3.518 -0.251  0.73
C: -1.512 2.226 -0.387  -0.81
O: -0.811 4.223 0.897  -0.49
C: -0.392 5.503 0.476  -0.23
O: -0.402 5.564 -0.933  -0.48
C: 1.523 -2.457 -0.366  -0.58
C: 2.050 -2.539 0.913  -0.31
H: 2.376 -2.805 5.642  0.32
H: 3.321 -4.218 5.171  0.33
H: 4.126 -2.659 5.413  0.42
H: 2.901 -1.714 3.462  0.36
H: 3.855 -3.146 2.985  0.36
H: -0.269 -4.552 2.301  0.42
H: -1.202 -4.396 0.020  0.39
H: -0.681 -3.912 -2.415  0.46
H: 0.484 -2.629 -2.799  0.41
H: -2.065 -2.267 -1.430  0.31
H: -0.217 -0.337 -2.592  0.28
H: -0.440 -0.523 -0.841  0.24
H: -2.635 0.192 -2.841  0.39
H: -2.850 0.032 -1.092  0.42
H: -1.604 2.159 -3.770  0.39
H: -0.815 4.493 -3.491  0.42
H: -1.703 1.612 0.478  0.45
H: -1.075 6.266 0.884  0.24
H: 0.628 5.696 0.847  0.25
H: 2.040 -1.866 -1.108  0.33
H: 2.962 -2.009 1.139  0.37

(4)
Here is a structure of composition C10H10N2 at a distorted geometry from the Open Molecules 2025 dataset. Energies are from ωB97M-V/def2-TZVPD.

Net charge: 0
ΔE to the lowest compared entry with this formula, charge and spin (kJ/mol): 428.50
HOMO (eV): -7.40
E_tot (hartree): -496.4339

Last column: Mulliken charge in e.
Atoms and positions in Å:
C: -0.936 1.460 -1.033  -0.14
C: -1.087 1.702 -2.367  -0.52
C: -0.582 0.698 -3.204  -0.13
C: -0.317 -0.616 -2.704  -0.57
C: -0.294 -0.758 -1.293  0.00
C: -0.080 0.620 1.412  0.47
C: -0.536 -0.686 1.580  -0.57
C: 0.253 -1.638 2.196  -0.40
C: 1.516 -1.217 2.665  -0.47
C: 1.895 0.091 2.399  -0.17
H: -1.067 2.313 -0.281  0.29
H: -1.406 2.695 -2.786  0.32
H: -0.492 0.982 -4.287  0.32
H: -0.233 -1.560 -3.340  0.29
H: 0.040 -1.613 -0.808  0.48
H: -0.736 1.321 0.903  0.24
H: -1.527 -0.975 1.226  0.46
H: -0.146 -2.629 2.421  0.39
H: 2.159 -1.922 3.228  0.31
H: 2.889 0.461 2.725  0.33
N: -0.461 0.269 -0.462  -0.23
N: 1.147 1.004 1.810  -0.71

(5)
Here is a cluster of 2 separate species, C8H19OP in total at a distorted geometry from the Open Molecules 2025 dataset. Energies are from ωB97M-V/def2-TZVPD.

Net charge: 0
ΔE to the lowest compared entry with this formula, charge and spin (kJ/mol): 476.07
HOMO (eV): -5.86
E_tot (hartree): -732.6022

Last column: Mulliken charge in e.
Atoms and positions in Å:
C: -0.273 -0.660 3.578  -1.39
C: -1.541 -0.949 -1.787  -0.85
C: 1.781 0.903 -1.820  -1.24
C: 0.503 -1.042 2.364  -0.31
C: -0.835 -1.321 -0.463  -0.82
C: 1.553 -0.396 -0.934  -1.21
C: 0.349 0.154 1.225  -0.83
C: 0.384 -0.418 -0.115  0.92
O: -1.555 3.178 -2.242  -0.49
P: -1.107 2.516 -0.806  0.19
H: -1.339 -0.416 3.472  0.32
H: 0.164 0.314 3.793  0.36
H: -0.194 -1.527 4.165  0.43
H: -1.999 0.014 -1.648  0.09
H: -2.261 -1.778 -2.014  0.37
H: -0.613 -0.711 -2.556  0.13
H: 1.869 1.813 -1.134  0.23
H: 2.617 0.685 -2.408  0.50
H: 0.965 0.968 -2.431  0.27
H: 1.571 -1.106 2.553  0.33
H: 0.045 -1.882 1.818  0.38
H: -1.517 -1.301 0.347  0.36
H: -0.381 -2.288 -0.564  0.43
H: 2.437 -0.254 -0.264  0.39
H: 1.731 -1.262 -1.494  0.59
H: -0.681 0.564 1.632  0.25
H: 1.225 0.927 1.313  0.26
H: -0.785 3.689 -2.614  0.32
H: -2.113 1.587 -0.962  0.01

(6)
Here is a cluster of 4 separate species, C35H67ClFN6O2 in total at a distorted geometry from the Open Molecules 2025 dataset. Energies are from ωB97M-V/def2-TZVPD.

Net charge: +1
ΔE to the lowest compared entry with this formula, charge and spin (kJ/mol): 0.00
HOMO (eV): -11.90
E_tot (hartree): -2412.5630

Last column: Mulliken charge in e.
Atoms and positions in Å:
C: -1.342 3.427 0.304  -1.21
C: -0.138 2.560 -0.097  -0.55
C: -0.557 1.183 -0.622  -0.65
O: -0.674 0.364 0.519  -0.32
C: -1.090 -0.968 0.269  1.76
C: -2.525 -0.954 -0.309  -1.83
C: -3.486 -0.083 0.486  -0.91
F: -4.237 0.678 -0.410  -0.40
C: -1.129 -1.630 1.645  -0.45
C: -1.508 -3.122 1.677  -1.28
C: -0.543 -4.022 2.459  -1.27
C: 0.061 -3.375 3.714  -0.88
C: 1.563 -3.064 3.557  -0.39
C: 2.029 -1.784 4.277  -1.18
C: 2.695 -0.768 3.360  -0.22
O: 3.552 -1.417 2.443  -0.39
C: 4.100 -0.532 1.492  -0.17
C: -0.101 -1.692 -0.652  -0.89
C: 1.198 -2.143 0.028  -1.13
N: 0.215 -0.884 -1.921  0.41
C: -0.704 -1.292 -3.040  0.00
C: -0.118 -2.490 -3.770  -0.95
N: 0.187 -3.528 -3.122  -0.35
C: 0.391 0.597 -1.682  1.12
Cl: 2.089 0.728 -1.043  -0.27
C: 0.339 1.411 -2.961  -1.78
C: 1.267 0.944 -4.109  -0.79
C: 0.588 0.908 -5.496  -0.86
C: 0.963 -0.310 -6.364  -0.71
N: 1.748 0.094 -7.543  -0.71
H: -1.345 4.371 -0.234  0.35
H: -1.280 3.670 1.358  0.10
H: -2.299 2.936 0.124  0.33
H: 0.511 3.085 -0.790  0.47
H: 0.466 2.364 0.787  0.28
H: -1.530 1.322 -1.112  0.24
H: -2.536 -0.538 -1.314  0.48
H: -2.923 -1.965 -0.380  0.67
H: -2.980 0.619 1.144  0.42
H: -4.199 -0.661 1.069  0.37
H: -0.168 -1.444 2.122  -0.35
H: -1.857 -1.071 2.232  1.03
H: -1.628 -3.532 0.671  0.41
H: -2.491 -3.224 2.137  0.51
H: 0.260 -4.400 1.825  0.50
H: -1.097 -4.910 2.765  0.48
H: -0.057 -4.047 4.562  0.53
H: -0.451 -2.451 3.981  0.48
H: 1.837 -2.992 2.506  0.14
H: 2.136 -3.901 3.955  0.65
H: 2.728 -2.042 5.072  0.40
H: 1.191 -1.276 4.757  0.35
H: 3.280 -0.068 3.966  0.57
H: 1.939 -0.173 2.828  0.03
H: 3.481 -0.490 0.590  -0.19
H: 5.105 -0.852 1.231  0.22
H: 4.172 0.485 1.888  0.34
H: -0.604 -2.598 -0.972  0.80
H: 1.078 -3.169 0.367  0.18
H: 2.042 -2.138 -0.662  0.41
H: 1.474 -1.504 0.863  -0.30
H: 1.141 -1.222 -2.187  0.97
H: -0.871 -0.501 -3.761  0.44
H: -1.663 -1.604 -2.648  0.42
H: 0.019 -2.408 -4.848  0.53
H: 0.571 -4.247 -3.732  0.28
H: -0.697 1.411 -3.309  0.62
H: 0.595 2.434 -2.718  0.72
H: 1.732 -0.020 -3.886  0.38
H: 2.088 1.655 -4.151  0.70
H: 0.883 1.783 -6.069  0.53
H: -0.494 0.933 -5.360  0.40
H: 1.517 -1.040 -5.764  0.44
H: 0.056 -0.791 -6.728  0.33
H: 2.738 0.024 -7.341  0.23
H: 1.589 -0.570 -8.291  0.27
C: 8.667 -3.257 0.835  -1.06
C: 9.695 -2.389 1.553  -0.41
C: 9.282 -0.915 1.623  -0.32
C: 9.201 -0.296 0.302  0.25
N: 9.117 0.183 -0.738  -0.44
H: 8.553 -2.955 -0.207  0.35
H: 8.974 -4.302 0.847  0.33
H: 7.691 -3.188 1.320  0.23
H: 10.662 -2.474 1.055  0.30
H: 9.829 -2.752 2.573  0.31
H: 9.999 -0.359 2.229  0.28
H: 8.311 -0.821 2.114  0.19
C: -7.124 -0.285 -1.122  -0.94
C: -8.111 0.301 -2.125  -0.50
C: -9.485 0.578 -1.508  -0.48
C: -10.142 -0.653 -1.071  0.25
N: -10.654 -1.618 -0.721  -0.41
H: -7.471 -1.253 -0.755  0.41
H: -6.150 -0.430 -1.584  0.18
H: -6.993 0.379 -0.267  0.30
H: -8.223 -0.378 -2.973  0.32
H: -7.718 1.239 -2.521  0.31
H: -10.131 1.077 -2.231  0.30
H: -9.387 1.248 -0.652  0.27
C: -3.257 7.376 3.106  -1.11
C: -2.844 6.321 4.125  -0.40
C: -1.335 6.307 4.390  -0.48
C: -0.570 5.925 3.204  0.35
N: 0.030 5.634 2.270  -0.46
H: -2.811 7.181 2.129  0.31
H: -4.339 7.385 2.981  0.33
H: -2.948 8.372 3.426  0.31
H: -3.164 5.334 3.786  0.28
H: -3.351 6.510 5.072  0.31
H: -1.098 5.605 5.191  0.28
H: -0.999 7.292 4.720  0.31

(7)
Here is the molecule C7H10O2 at a distorted geometry from the Open Molecules 2025 dataset. Energies are from ωB97M-V/def2-TZVPD.

Net charge: 0
SMILES: CC#CC1(C)OCCO1
ΔE to the lowest compared entry with this formula, charge and spin (kJ/mol): 418.27
HOMO (eV): -9.30
E_tot (hartree): -423.0406

Last column: Mulliken charge in e.
Atoms and positions in Å:
C: 3.267 -0.104 0.916  -1.21
C: 1.834 0.068 0.663  0.64
C: 0.672 0.022 0.557  -0.69
C: -1.071 0.638 0.162  1.40
C: -1.335 1.850 0.897  -1.51
O: -0.910 0.740 -1.223  -0.41
C: -1.283 -0.492 -1.827  -0.43
C: -1.937 -1.259 -0.646  -0.41
O: -1.996 -0.329 0.402  -0.42
H: 3.673 0.580 1.749  0.28
H: 3.848 0.019 -0.119  0.25
H: 3.465 -1.132 1.361  0.27
H: -1.666 1.784 1.928  0.38
H: -2.219 2.415 0.588  0.39
H: -0.568 2.702 0.917  0.29
H: -0.296 -1.101 -2.013  0.21
H: -1.898 -0.389 -2.683  0.36
H: -2.947 -1.435 -0.982  0.34
H: -1.264 -2.129 -0.401  0.28

(8)
Here is a structure of composition C4H9NO at a distorted geometry from the Open Molecules 2025 dataset. Energies are from ωB97M-V/def2-TZVPD.

Net charge: 0
ΔE to the lowest compared entry with this formula, charge and spin (kJ/mol): 602.59
HOMO (eV): -7.23
E_tot (hartree): -287.6029

Last column: Mulliken charge in e.
Atoms and positions in Å:
C: -0.801 -1.638 -1.259  -0.61
C: 0.210 -0.650 -1.444  0.02
C: 0.016 0.689 -0.963  -0.90
C: 0.222 0.968 0.387  0.80
N: 0.058 2.260 0.861  -0.40
O: 0.516 0.040 1.176  -0.74
H: -0.874 -2.351 -2.083  0.33
H: -1.776 -1.163 -1.131  0.30
H: -0.009 -1.357 -0.322  0.22
H: 1.175 -0.860 -1.902  0.38
H: 0.343 -7.010 4.126  0.00
H: -0.119 -6.476 3.942  0.00
H: -0.663 1.360 -1.492  0.22
H: -0.396 3.005 0.385  0.17
H: 0.412 2.393 1.787  0.22